1.
6 unconnected molecules or ions with the total composition C27H61N4O16S5Si in a non-equilibrium geometry, computed with ωB97M-V/def2-TZVPD.

```
114
Properties=species:S:1:pos:R:3
C -5.0828 1.6700 1.2961
C -4.4185 0.6372 1.2976
C -3.5220 -0.6579 1.4358
C -2.5195 -0.8360 0.2279
C -3.0645 -1.6257 -1.0401
N -4.5342 -1.6800 -1.1992
N -5.0863 -0.6964 -1.8824
N -6.3998 -0.9467 -1.9416
C -6.6066 -2.1643 -1.2577
C -8.0506 -2.7469 -1.1949
C -8.5584 -2.7145 0.4217
C -9.7439 -1.6072 0.7251
O -8.2291 -1.4762 1.1678
N -5.3626 -2.6327 -0.7507
Si -5.0844 -4.1215 0.2198
C -5.6247 -3.8823 2.0585
C -3.3215 -4.7988 0.2721
C -6.2024 -5.5633 -0.4175
H -5.4816 2.6502 1.6802
H -2.8836 -0.4573 2.3627
H -4.1510 -1.5574 1.6928
H -1.5327 -1.3137 0.5386
H -2.2418 0.2133 -0.1266
H -2.5323 -2.6184 -1.0882
H -2.6867 -1.0511 -1.9510
H -8.8209 -2.1013 -1.7257
H -8.1587 -3.8145 -1.5343
H -8.6124 -3.7352 0.9986
H -9.6749 -0.5872 0.2607
H -10.3587 -1.8610 1.6430
H -6.5700 -3.2735 2.1665
H -4.8280 -3.3869 2.6876
H -5.7942 -4.9227 2.4914
H -2.8403 -4.7994 -0.7511
H -3.3490 -5.8074 0.7789
H -2.7189 -4.1166 0.9662
H -5.9040 -5.8342 -1.4742
H -7.3031 -5.3566 -0.2821
H -5.9467 -6.4330 0.2784
O -3.9022 -2.0985 -8.1575
S -2.8057 -2.3085 -7.2570
O -2.5809 -3.5764 -6.6244
O -2.8415 -1.1648 -6.1175
C -4.0446 -0.9939 -5.3688
C -4.2088 -2.0802 -4.3217
C -1.3089 -1.7961 -8.0415
H -4.9104 -0.9523 -6.0346
H -3.9729 -0.0230 -4.8741
H -4.3724 -3.0539 -4.7862
H -5.0601 -1.8682 -3.6831
H -3.3110 -2.1617 -3.7053
H -1.4591 -0.8132 -8.4841
H -1.0733 -2.5251 -8.8164
H -0.5113 -1.7721 -7.3004
O 0.0208 0.5011 3.2341
S 0.8840 1.0553 2.2272
O 1.2447 0.3146 1.0482
O 2.2233 1.5956 2.9268
C 2.9800 0.6943 3.7460
C 3.7852 -0.2800 2.9072
C 0.2462 2.6252 1.7283
H 2.3254 0.1677 4.4457
H 3.6613 1.3050 4.3399
H 3.1331 -0.9676 2.3659
H 4.4484 -0.8734 3.5399
H 4.3836 0.2524 2.1652
H 0.0116 3.2102 2.6154
H -0.6577 2.4483 1.1453
H 0.9907 3.1299 1.1139
O -0.0154 -3.9324 0.4997
S 0.8556 -3.9605 -0.6490
O 0.5387 -4.7293 -1.8186
O 2.3410 -4.3396 -0.1675
C 2.5291 -5.5403 0.5914
C 2.4777 -6.7742 -0.2901
C 1.2008 -2.3001 -1.1451
H 1.7977 -5.6013 1.4015
H 3.5151 -5.4681 1.0533
H 1.4775 -6.9260 -0.6984
H 2.7464 -7.6650 0.2815
H 3.1617 -6.6743 -1.1351
H 1.4853 -1.7187 -0.2691
H 0.2940 -1.8894 -1.5895
H 2.0022 -2.3116 -1.8822
O 4.8890 3.5295 3.8645
S 4.8744 4.9586 3.9970
O 5.0969 5.8237 2.8708
O 5.8735 5.3837 5.1820
C 7.2339 4.9328 5.1290
C 8.0507 5.7292 4.1296
C 3.3736 5.4471 4.7898
H 7.2755 3.8626 4.9109
H 7.6495 5.0736 6.1283
H 7.7182 5.5417 3.1085
H 9.1062 5.4573 4.1937
H 7.9478 6.8010 4.3135
H 3.2194 4.8258 5.6699
H 2.5596 5.3019 4.0799
H 3.4442 6.4990 5.0628
O 8.2556 5.7273 0.7420
S 7.2176 6.2566 -0.1000
O 6.2896 5.3997 -0.7817
O 7.8812 7.2570 -1.1765
C 8.9498 6.7689 -1.9927
C 8.4402 5.8736 -3.1068
C 6.3068 7.4688 0.8017
H 9.6962 6.2547 -1.3815
H 9.4374 7.6433 -2.4275
H 8.0253 4.9465 -2.7090
H 9.2511 5.6132 -3.7908
H 7.6466 6.3699 -3.6689
H 7.0045 8.1509 1.2849
H 5.7087 6.9458 1.5535
H 5.6535 8.0036 0.1132
```

Values from the calculation:
Total charge: +1

2.
5 unconnected molecules or ions with the total composition C27H63FINO14S, computed with ωB97M-V/def2-TZVPD.

```
108
Properties=species:S:1:pos:R:3
C -4.9355 -1.2078 -2.2953
C -4.3736 -0.9417 -3.6890
C -2.9197 -1.3880 -3.8693
I -2.6296 -2.4985 -5.6860
N -1.9908 -0.2418 -3.9730
S -1.5906 0.6259 -2.6298
O -2.4594 1.7240 -2.4498
O -0.1767 0.7572 -2.6046
F -1.9594 -0.3942 -1.4896
H -4.5000 -0.5643 -1.5300
H -4.7936 -2.2480 -1.9940
H -6.0090 -1.0115 -2.2929
H -4.9963 -1.4562 -4.4203
H -4.4265 0.1236 -3.9261
H -2.6049 -2.0845 -3.0938
H -1.0865 -0.5404 -4.3325
C 1.3949 1.8742 0.3151
O 1.2089 2.1320 1.6880
C -0.0838 2.6079 2.0060
C -0.5109 2.1426 3.3794
O -0.8444 0.7649 3.4448
C 0.2141 -0.1748 3.5196
C 0.8450 -0.2994 4.8879
O 1.6814 0.8053 5.1703
C 1.8052 1.0790 6.5456
H 1.4059 2.7955 -0.2798
H 2.3589 1.3784 0.2092
H 0.6107 1.2170 -0.0733
H -0.8138 2.2601 1.2644
H -0.0895 3.7068 1.9964
H -1.4386 2.6680 3.6201
H 0.2396 2.4098 4.1260
H 0.9795 0.0201 2.7655
H -0.2524 -1.1383 3.2975
H 1.4360 -1.2262 4.9080
H 0.0542 -0.3838 5.6438
H 0.8233 1.2003 7.0176
H 2.3625 2.0088 6.6426
H 2.3489 0.2855 7.0720
C 1.0736 -1.6990 -0.2197
O 1.5945 -2.9144 -0.7096
C 2.8037 -2.7589 -1.4288
C 3.7060 -3.9594 -1.2532
O 4.3207 -4.0398 0.0210
C 3.5474 -4.5218 1.1060
C 3.3593 -6.0220 1.1225
O 2.4164 -6.4348 0.1514
C 2.6251 -7.7485 -0.3085
H 0.7225 -1.0579 -1.0345
H 0.2330 -1.9436 0.4293
H 1.8222 -1.1534 0.3661
H 3.3346 -1.8590 -1.0953
H 2.5847 -2.6457 -2.5001
H 4.5342 -3.8413 -1.9560
H 3.1708 -4.8781 -1.5030
H 2.5802 -4.0180 1.1684
H 4.1279 -4.2645 1.9949
H 3.0085 -6.3117 2.1232
H 4.3266 -6.5085 0.9469
H 3.6495 -7.8854 -0.6737
H 1.9308 -7.9196 -1.1292
H 2.4335 -8.4908 0.4756
C 2.7065 2.2192 -3.5712
O 3.6978 3.0960 -3.0787
C 4.4773 2.5427 -2.0363
C 5.8964 3.0639 -2.0692
O 6.6858 2.5349 -3.1215
C 6.5165 3.0824 -4.4173
C 7.1861 4.4228 -4.6222
O 6.4634 5.4629 -3.9920
C 7.2668 6.5547 -3.6137
H 1.9167 2.0390 -2.8386
H 2.2715 2.6923 -4.4504
H 3.1464 1.2590 -3.8668
H 4.4964 1.4480 -2.1118
H 4.0405 2.8078 -1.0635
H 6.3829 2.7194 -1.1536
H 5.9013 4.1559 -2.0715
H 5.4624 3.1386 -4.6976
H 7.0145 2.3748 -5.0844
H 7.2418 4.6152 -5.7031
H 8.2100 4.3775 -4.2313
H 8.1111 6.2327 -2.9932
H 6.6415 7.2334 -3.0366
H 7.6607 7.0928 -4.4844
C -9.7598 1.0715 1.5129
O -8.7881 0.2906 2.1661
C -8.5313 -0.9466 1.5315
C -7.0954 -1.3816 1.7214
O -6.1549 -0.6539 0.9511
C -5.8120 0.6574 1.3706
C -4.9127 0.7180 2.5819
O -5.6202 0.4279 3.7730
C -4.7987 -0.1017 4.7867
H -10.7562 0.6176 1.5721
H -9.7861 2.0392 2.0104
H -9.5075 1.2214 0.4565
H -8.7474 -0.8787 0.4581
H -9.1816 -1.7223 1.9597
H -7.0251 -2.4071 1.3500
H -6.8329 -1.3833 2.7816
H -6.7000 1.2764 1.5155
H -5.2390 1.0721 0.5370
H -4.4876 1.7296 2.6410
H -4.0789 0.0185 2.4529
H -4.2456 -0.9800 4.4329
H -5.4469 -0.3986 5.6094
H -4.0750 0.6365 5.1519
```

Values from the calculation:
Total charge: 0
SMILES string: CC[C@@H](I)NS(=O)(=O)F.COCCOCCOC.COCCOCCOC.COCCOCCOC.COCCOCCOC

3.
9 unconnected molecules or ions with the total composition C27H63N9O9 in a non-equilibrium geometry, computed with ωB97M-V/def2-TZVPD.

```
108
Properties=species:S:1:pos:R:3
C -0.5810 1.1240 -1.9722
N -1.8790 1.3318 -1.3894
C -3.0385 1.8189 -1.9195
C -3.0859 1.8795 -3.4291
O -3.9805 2.1218 -1.2180
H 0.0537 1.8754 -1.5031
H -0.5800 1.2241 -3.0568
H -0.2715 0.0920 -1.7890
H -2.0171 1.0475 -0.4239
H -2.2802 2.4702 -3.8660
H -4.0514 2.2184 -3.7783
H -2.9278 0.8497 -3.7818
C -8.7257 -0.0882 -0.2289
N -7.4228 -0.6693 -0.0440
C -6.3139 0.0917 0.2695
C -4.9842 -0.6426 0.1780
O -6.3743 1.2498 0.5043
H -8.9258 0.7525 0.4351
H -9.5294 -0.7989 -0.0273
H -8.8424 0.2714 -1.2564
H -7.3314 -1.6636 0.0134
H -4.1745 0.0528 0.3964
H -4.8493 -1.1403 -0.7762
H -4.9032 -1.3492 1.0217
C 4.0421 -2.5550 -0.5533
N 5.0115 -1.7446 -1.2286
C 5.3707 -0.5176 -0.7447
C 6.3969 0.2653 -1.5218
O 4.8923 -0.0733 0.2754
H 3.0002 -2.3289 -0.7223
H 4.3001 -2.6833 0.4943
H 4.2369 -3.5754 -0.9163
H 5.2967 -2.0232 -2.1472
H 6.9301 0.9581 -0.8872
H 5.9051 0.8133 -2.3262
H 7.1056 -0.4300 -1.9824
C -1.1830 -1.5878 -4.7916
N -0.3117 -2.4125 -3.9832
C -0.6982 -3.5948 -3.4592
C 0.3977 -4.4005 -2.8230
O -1.8370 -3.9850 -3.4607
H -1.6804 -0.7998 -4.2194
H -1.9953 -2.1841 -5.2033
H -0.5976 -1.1816 -5.6121
H 0.5430 -1.9587 -3.7288
H 0.0776 -5.4378 -2.8676
H 0.4780 -4.1538 -1.7607
H 1.3697 -4.2522 -3.2887
C -0.4805 4.3842 1.9723
N -1.3112 3.5123 2.7539
C -2.5988 3.2597 2.4001
C -3.3175 2.3084 3.2808
O -3.0766 3.6406 1.3595
H 0.0896 3.8244 1.2263
H 0.2166 4.8951 2.6355
H -1.0868 5.1782 1.5335
H -0.9762 3.3421 3.6964
H -3.4270 2.6461 4.3188
H -2.7622 1.3704 3.3372
H -4.3050 2.0919 2.8825
C 3.1459 4.0096 4.4626
N 2.7361 3.2468 5.6239
C 1.4256 2.9351 5.8810
C 1.1510 2.2340 7.1910
O 0.5128 3.0903 5.0503
H 2.7962 5.0418 4.5336
H 2.7440 3.5678 3.5628
H 4.2276 3.9757 4.4298
H 3.4078 3.2292 6.3675
H 0.2577 2.6427 7.6568
H 1.9590 2.2986 7.9253
H 0.9953 1.1713 7.0018
C 1.3685 -0.2311 1.0261
N 0.4886 -1.1857 0.4122
C -0.8488 -1.1263 0.4914
C -1.6069 -2.1377 -0.3139
O -1.4196 -0.2575 1.1273
H 1.9796 -0.7133 1.7876
H 0.7767 0.5422 1.5059
H 1.9870 0.2107 0.2451
H 0.8581 -2.0287 0.0032
H -1.0103 -3.0542 -0.4192
H -1.8117 -1.8002 -1.3333
H -2.5538 -2.3861 0.1524
C -0.2630 -6.6467 0.0391
N 0.9582 -6.4983 0.7961
C 1.7749 -5.4202 0.8464
C 3.0684 -5.6052 1.6415
O 1.5147 -4.3328 0.3673
H -0.8352 -7.4558 0.4935
H -0.0649 -7.0477 -0.9651
H -0.8656 -5.7586 -0.0990
H 1.2698 -7.3334 1.2506
H 3.1144 -6.5840 2.1117
H 3.1421 -4.8108 2.3752
H 3.8777 -5.4757 0.9224
C 2.6376 5.6051 -2.8704
N 2.8259 4.2958 -2.3003
C 2.4365 3.1303 -2.8551
C 2.8537 1.9004 -2.1265
O 1.9276 3.0693 -3.9282
H 3.1507 5.7730 -3.8222
H 3.0199 6.3554 -2.1820
H 1.5763 5.8016 -3.0332
H 3.4041 4.2342 -1.4812
H 2.1662 1.0905 -2.3338
H 2.8843 2.0405 -1.0433
H 3.8600 1.6681 -2.4716
```

Values from the calculation:
Total charge: 0
SMILES string: CNC(C)=O.CNC(C)=O.CNC(C)=O.CNC(C)=O.CNC(C)=O.CNC(C)=O.CNC(C)=O.CNC(C)=O.CNC(C)=O
ΔE to the lowest compared entry with this formula, charge and spin, kJ/mol: 197.5

4.
A molecular structure, C27H64As6F36N3O2Tl in a non-equilibrium geometry, computed with ωB97M-V/def2-TZVPD.

```
139
Properties=species:S:1:pos:R:3
Tl -0.9062 2.3535 0.5854
C 4.9895 4.6782 1.5298
C 6.0849 4.7815 0.4824
C 5.8174 3.9299 -0.7379
C 6.4467 2.5339 -0.5857
N 5.9636 1.4200 -1.6034
C 4.5532 0.9457 -1.1755
C 4.8897 -0.2013 -0.2201
C 6.2233 -0.8708 -0.6687
C 6.8435 0.1913 -1.5730
C 5.9022 1.9956 -2.9709
C 7.2025 2.5807 -3.5275
C 6.9867 3.1282 -4.8993
H 5.0139 3.6839 1.8732
H 4.0754 4.9642 1.0417
H 5.1902 5.3290 2.3474
H 6.9512 4.3698 1.0355
H 6.3142 5.8140 0.2602
H 6.2971 4.3657 -1.6133
H 4.7642 4.0013 -1.1002
H 6.3057 2.0589 0.4036
H 7.5217 2.7227 -0.7510
H 4.0089 0.6789 -2.1033
H 4.0708 1.7399 -0.6421
H 4.2604 -1.0370 -0.0825
H 5.1037 0.2574 0.7648
H 6.0347 -1.7665 -1.1858
H 6.8185 -1.1330 0.1973
H 6.7459 -0.0396 -2.6391
H 7.9059 0.4826 -1.3069
H 5.1098 2.7361 -3.1362
H 5.6126 1.1782 -3.6032
H 7.9901 1.8024 -3.5394
H 7.5550 3.4397 -2.9538
H 7.7371 3.8128 -5.2388
H 6.0490 3.7968 -4.8645
H 6.8718 2.4436 -5.7266
C 1.6874 -2.9833 2.3750
C 0.4419 -3.1778 1.5869
N -0.5478 -3.9716 2.3790
C -1.0238 -3.4298 3.6757
C -1.7496 -4.0774 1.4341
C -1.6347 -4.8454 0.0859
C 0.0522 -5.3881 2.5901
C -0.8041 -6.4960 3.3172
O -0.3202 -6.7697 4.6320
C 0.9173 -7.4027 4.6630
H 2.4557 -2.3586 1.9424
H 2.2488 -3.9300 2.5017
H 1.5533 -2.5722 3.3786
H 0.6641 -3.7201 0.6632
H -0.0304 -2.2666 1.4213
H -1.7223 -2.6627 3.5188
H -0.2340 -3.2489 4.3323
H -1.5742 -4.1848 4.1649
H -2.0196 -3.0411 1.2633
H -2.6150 -4.4746 2.0613
H -1.6764 -5.9574 0.2097
H -0.7667 -4.5426 -0.5028
H -2.5593 -4.6173 -0.4422
H 0.8139 -5.3549 3.3423
H 0.4177 -5.7564 1.6368
H -0.7295 -7.3656 2.6632
H -1.8554 -6.1836 3.3686
H 1.6512 -6.7643 4.2427
H 0.8503 -8.4191 4.2798
H 1.1577 -7.4390 5.7598
C -4.5823 -2.4808 -1.2155
C -5.2752 -1.3351 -1.8432
N -4.7044 -0.0156 -1.4778
C -3.1951 -0.0971 -1.8118
C -5.3676 1.1160 -2.2773
C -5.1116 1.1440 -3.7351
C -4.7737 0.2123 0.0213
C -6.0506 0.9011 0.5169
O -7.3157 0.3596 0.0510
C -8.3158 1.1677 0.5726
H -5.1773 -3.3843 -1.4222
H -4.7226 -2.4239 -0.1227
H -3.5786 -2.6400 -1.6418
H -6.2788 -1.3301 -1.4144
H -5.1644 -1.2962 -2.9170
H -2.7539 -0.5209 -0.9455
H -2.8156 0.8944 -1.9358
H -3.1112 -0.7288 -2.6932
H -5.0904 2.0725 -1.8118
H -6.4192 0.9959 -2.0436
H -5.6476 2.0514 -4.0950
H -5.5910 0.3364 -4.2277
H -4.0851 1.1917 -4.0859
H -3.8915 0.8132 0.1873
H -4.6123 -0.7358 0.5513
H -6.1203 1.9823 0.2969
H -6.0361 0.8074 1.6107
H -9.2115 0.6082 0.4187
H -8.3319 2.1324 -0.0347
H -8.2543 1.4587 1.6459
As -3.7945 3.5019 2.8663
F -2.9957 3.3344 1.3379
F -3.3122 5.0254 3.1461
F -4.7633 3.1418 3.9554
F -2.6335 2.8597 3.9417
F 0.2912 3.8630 0.5644
F -5.1201 3.9686 1.8986
As 2.5853 4.0996 -3.1182
F 2.3416 5.3456 -4.2589
F 0.8672 3.5845 -3.0782
F 3.0856 2.9428 -2.0395
F 4.2470 4.6114 -3.0562
F 2.3080 5.0995 -1.7380
F 2.9507 2.8828 -4.3600
As -2.9485 4.7378 -3.0662
F -4.0297 4.3049 -1.9657
F -4.1971 5.2888 -4.0600
F -1.8550 5.1937 -4.2536
F -1.5773 2.1442 -1.1805
F -2.7878 3.0147 -3.5185
F -1.9712 5.3818 -1.9417
As 1.0215 -1.4360 -2.0209
F 2.1784 -2.2740 -0.8852
F -0.0081 -2.8295 -1.7613
F -0.2333 -0.6231 -2.8706
F 2.0640 -0.1105 -2.0896
F 1.9233 -2.1594 -3.3321
F 0.4412 -0.6015 -0.3878
As -5.8539 -3.4419 3.4078
F -6.9778 -2.3693 2.5335
F -7.1720 -4.0824 4.3100
F -4.8166 -4.3261 4.3775
F -4.5254 -2.4668 2.7185
F -1.3653 0.4517 0.9092
F -5.8888 -4.7330 2.1823
As 0.8830 0.4216 3.5597
F -0.1657 2.1783 2.2219
F -0.2135 0.8363 4.7637
F 1.7257 -0.7447 4.5180
F 1.7475 0.0479 2.1014
F 2.0817 1.6468 3.8475
F -0.3046 -0.7345 3.0838
```

Values from the calculation:
Total charge: 0

no.,frontier orbital gap (Ha),E_LUMO (eV)
1,0.2934,-3.74
2,0.3332,0.00
3,0.3058,0.20
4,0.1702,-4.18